No. 1
{"formula": "C2H8NOP", "method": "ωB97M-V/def2-TZVPD", "de_lowest_ev": 4.882, "homo_ev": [-8.690, -8.899], "orbital_gap_ha": [0.2676, 0.3357], "e_lumo_ev": [-1.41, 0.23], "elements": ["C", "C", "N", "O", "P", "H", "H", "H", "H", "H", "H", "H", "H"], "xyz": [[-1.480, 0.511, -0.594], [0.236, -1.078, -0.082], [-0.777, -0.249, 0.359], [0.416, 1.497, 1.274], [1.789, 1.076, 1.618], [-1.808, 1.442, -0.137], [-0.927, 0.702, -1.526], [-2.388, -0.058, -0.843], [0.035, -2.107, 0.243], [0.440, -1.045, -1.164], [1.191, -0.808, 0.455], [1.717, -0.203, 2.220], [2.446, 0.676, 0.423]], "nbo_charge": [-0.4665, -0.4770, -0.1938, -0.9045, 1.0003, 0.2285, 0.1702, 0.2173, 0.2243, 0.1705, 0.2050, -0.0812, -0.0932]}


No. 2
{"formula": "C3H2N4S", "method": "ωB97M-V/def2-TZVPD", "de_lowest_ev": 2.513, "homo_ev": -9.589, "orbital_gap_ha": 0.2986, "e_lumo_ev": -1.46, "smiles": "S=c1cnncnn1", "elements": ["S", "C", "C", "N", "N", "C", "N", "N", "H", "H"], "xyz": [[-2.161, -0.037, -0.448], [-0.749, 0.042, 0.312], [0.039, 1.264, 0.637], [1.223, 1.434, 0.171], [1.727, 0.553, -0.753], [1.619, -0.723, -0.623], [1.031, -1.437, 0.453], [-0.077, -1.061, 0.879], [-0.337, 1.999, 1.305], [2.142, -1.337, -1.348]], "nbo_charge": [0.1487, -0.0953, 0.0223, -0.1920, -0.2280, 0.1485, -0.1260, -0.1066, 0.2203, 0.2080]}


No. 3
{"formula": "C15H27F3NO8PS", "method": "ωB97M-V/def2-TZVPD", "charge": -1, "homo_ev": -5.623, "spin_multiplicity": 2, "orbital_gap_ha": 0.2769, "s_squared": 0.754, "e_lumo_ev": 1.91, "elements": ["C", "C", "C", "O", "O", "C", "C", "C", "P", "O", "O", "C", "C", "C", "C", "N", "O", "C", "C", "C", "C", "H", "H", "H", "H", "H", "H", "H", "H", "H", "H", "H", "H", "H", "H", "H", "H", "H", "H", "H", "H", "H", "H", "H", "H", "H", "H", "H", "C", "F", "F", "F", "S", "O", "O", "O"], "xyz": [[3.819, 0.367, 0.524], [2.968, 1.609, 0.255], [1.846, 1.302, -0.696], [1.881, 0.543, -1.621], [0.702, 2.005, -0.392], [-0.523, 1.337, -0.702], [-1.537, 1.671, 0.397], [-2.518, 0.539, 0.770], [-4.191, 1.267, 1.141], [-3.804, 2.617, 2.023], [-4.424, 1.987, -0.318], [-2.144, -0.199, 2.068], [-0.976, -1.202, 1.980], [-1.159, -2.282, 3.055], [0.343, -0.487, 2.278], [-0.899, -1.830, 0.633], [0.233, -1.776, 0.046], [-2.100, -1.862, -0.247], [-3.085, -2.914, 0.280], [-1.655, -2.300, -1.639], [-2.801, -0.478, -0.359], [3.219, -0.543, 0.474], [4.286, 0.424, 1.509], [4.598, 0.289, -0.230], [2.523, 2.012, 1.166], [3.598, 2.379, -0.196], [-0.326, 0.271, -0.814], [-0.886, 1.693, -1.670], [-0.973, 1.967, 1.282], [-2.091, 2.556, 0.091], [-3.735, 2.376, 2.955], [-5.363, 2.162, -0.436], [-3.038, -0.702, 2.460], [-1.847, 0.540, 2.818], [-0.308, -2.963, 3.056], [-1.223, -1.796, 4.032], [-2.078, -2.847, 2.915], [0.285, -0.093, 3.295], [0.524, 0.347, 1.603], [1.186, -1.171, 2.229], [-2.667, -3.912, 0.132], [-4.014, -2.856, -0.288], [-3.305, -2.794, 1.339], [-1.100, -3.235, -1.600], [-2.554, -2.426, -2.248], [-1.039, -1.541, -2.118], [-2.601, -0.039, -1.334], [-3.878, -0.690, -0.359], [4.837, 0.856, -4.176], [5.325, 0.716, -5.425], [3.615, 1.397, -4.289], [4.688, -0.379, -3.671], [5.952, 1.891, -3.132], [5.969, 3.151, -3.841], [7.188, 1.139, -3.149], [5.257, 1.904, -1.858]], "lowdin_spin": [-0.0001, 0.0001, 0.0005, 0.0017, 0.0000, 0.0021, 0.0003, 0.0000, 0.0003, 0.0002, 0.0005, 0.0098, 0.0228, 0.0118, 0.0008, 0.3744, 0.5231, 0.0233, 0.0075, -0.0027, 0.0169, -0.0001, 0.0000, 0.0000, 0.0000, 0.0000, 0.0018, 0.0002, 0.0000, 0.0001, 0.0001, 0.0000, 0.0001, 0.0010, 0.0001, 0.0007, 0.0006, -0.0001, 0.0007, -0.0008, 0.0007, 0.0005, 0.0002, -0.0004, -0.0004, -0.0002, 0.0006, 0.0014, 0.0000, 0.0000, 0.0000, 0.0000, 0.0000, 0.0000, 0.0000, 0.0000]}


No. 4
{"formula": "C50H49F3N2OReSSbSe", "method": "ωB97M-V/def2-TZVPD", "de_lowest_ev": 0.000, "charge": 3, "homo_ev": [-15.207, -15.568], "spin_multiplicity": 4, "orbital_gap_ha": [0.2748, 0.1876], "s_squared": 3.812, "e_lumo_ev": [-7.73, -10.46], "elements": ["Re", "C", "C", "C", "C", "C", "C", "C", "H", "H", "H", "H", "H", "H", "H", "H", "C", "C", "O", "S", "C", "C", "C", "C", "C", "C", "C", "C", "H", "H", "H", "H", "H", "H", "H", "C", "C", "C", "C", "N", "C", "Se", "N", "C", "C", "C", "C", "C", "C", "C", "C", "C", "C", "H", "H", "H", "H", "H", "H", "H", "H", "H", "H", "H", "H", "H", "H", "H", "H", "H", "H", "H", "H", "H", "H", "F", "C", "C", "C", "C", "C", "C", "Sb", "C", "C", "C", "C", "F", "C", "C", "C", "C", "C", "C", "F", "C", "C", "H", "H", "H", "H", "H", "H", "H", "H", "H", "H", "H", "H"], "xyz": [[-0.679, 0.175, 0.077], [2.192, -0.249, 2.237], [0.722, -0.022, 2.134], [0.198, 1.277, 2.061], [-1.195, 1.488, 1.990], [-2.091, 0.403, 2.023], [-1.568, -0.898, 2.067], [-0.179, -1.111, 2.100], [2.493, -0.108, 3.278], [2.741, 0.471, 1.632], [2.458, -1.260, 1.940], [0.868, 2.127, 2.047], [-1.584, 2.497, 1.917], [-3.158, 0.567, 1.967], [-2.238, -1.749, 2.032], [0.203, -2.122, 2.131], [8.077, -4.240, -5.876], [6.761, -3.837, -5.328], [5.682, -3.893, -5.806], [6.991, -3.175, -3.563], [5.488, -2.533, -3.042], [5.417, -2.234, -1.653], [4.283, -1.708, -1.107], [3.155, -1.430, -1.919], [3.237, -1.709, -3.302], [4.366, -2.247, -3.855], [2.000, -0.896, -1.349], [0.966, -0.458, -0.838], [7.919, -4.781, -6.807], [8.615, -4.861, -5.158], [8.673, -3.344, -6.058], [6.278, -2.443, -1.032], [4.238, -1.496, -0.048], [2.376, -1.505, -3.923], [4.399, -2.462, -4.910], [-3.836, 5.151, -0.693], [-3.425, 5.180, -2.158], [-4.327, 4.337, -3.057], [-4.118, 2.827, -2.924], [-2.844, 2.402, -3.509], [-1.687, 2.138, -2.888], [-1.514, 2.190, -0.997], [-0.713, 1.909, -3.783], [0.727, 1.813, -3.539], [1.437, 3.147, -3.787], [1.212, 4.187, -2.694], [1.918, 3.854, -1.387], [-1.271, 2.015, -5.052], [-0.715, 1.861, -6.320], [-1.571, 2.025, -7.388], [-2.930, 2.328, -7.212], [-3.485, 2.484, -5.960], [-2.623, 2.323, -4.876], [-3.203, 5.806, -0.093], [-3.773, 4.146, -0.268], [-4.864, 5.492, -0.576], [-2.381, 4.856, -2.271], [-3.443, 6.210, -2.515], [-4.197, 4.618, -4.104], [-5.373, 4.542, -2.816], [-4.892, 2.276, -3.456], [-4.134, 2.495, -1.885], [1.105, 1.045, -4.216], [0.871, 1.457, -2.517], [1.119, 3.537, -4.755], [2.506, 2.941, -3.878], [0.137, 4.323, -2.525], [1.570, 5.152, -3.057], [1.545, 2.927, -0.942], [1.778, 4.650, -0.656], [2.990, 3.740, -1.549], [0.332, 1.637, -6.468], [-1.188, 1.922, -8.394], [-3.553, 2.449, -8.086], [-4.531, 2.723, -5.835], [0.147, -4.144, -6.563], [-0.280, -3.614, -5.423], [-0.058, -2.263, -5.198], [-0.491, -1.713, -4.004], [-1.150, -2.497, -3.065], [-1.378, -3.848, -3.322], [-0.933, -4.420, -4.503], [-2.043, -1.629, -1.377], [-3.851, -0.895, -2.179], [-4.046, -0.876, -3.558], [-5.255, -0.455, -4.093], [-6.264, -0.072, -3.225], [-7.425, 0.336, -3.726], [-6.102, -0.083, -1.848], [-4.883, -0.485, -1.334], [-2.615, -3.281, -0.211], [-3.943, -3.691, -0.145], [-4.294, -4.805, 0.599], [-3.298, -5.502, 1.263], [-3.626, -6.566, 1.979], [-1.961, -5.128, 1.197], [-1.628, -4.011, 0.454], [0.438, -1.673, -5.957], [-0.320, -0.657, -3.810], [-1.903, -4.468, -2.606], [-1.091, -5.467, -4.723], [-3.266, -1.211, -4.232], [-5.432, -0.443, -5.159], [-6.924, 0.214, -1.211], [-4.755, -0.501, -0.257], [-4.717, -3.152, -0.677], [-5.318, -5.143, 0.666], [-1.217, -5.719, 1.712], [-0.584, -3.725, 0.373]], "lowdin_spin": [1.5268, -0.0018, -0.0071, 0.0536, 0.0017, 0.0545, -0.0035, 0.0094, -0.0013, -0.0004, 0.0001, 0.0048, 0.0008, 0.0046, 0.0009, 0.0009, 0.0036, 0.0208, 0.0189, 0.2463, 0.1291, 0.0490, 0.0262, 0.1340, 0.0333, 0.0490, 0.1893, 0.1553, -0.0002, 0.0004, 0.0018, 0.0002, -0.0003, 0.0000, 0.0009, 0.0002, -0.0004, 0.0003, 0.0049, 0.0071, 0.0329, 0.2004, 0.0073, 0.0006, 0.0002, 0.0039, 0.0010, 0.0018, 0.0007, 0.0012, 0.0017, 0.0004, 0.0023, 0.0001, 0.0004, 0.0000, -0.0002, 0.0000, 0.0001, 0.0001, 0.0004, 0.0044, 0.0001, 0.0006, 0.0000, 0.0000, 0.0026, 0.0003, 0.0005, 0.0001, 0.0000, 0.0000, 0.0000, 0.0001, 0.0000, -0.0002, -0.0005, 0.0002, 0.0000, 0.0059, 0.0003, 0.0006, 0.0174, 0.0024, 0.0000, 0.0002, -0.0003, -0.0001, 0.0004, -0.0002, -0.0015, -0.0009, 0.0001, -0.0007, -0.0003, 0.0002, -0.0008, 0.0001, -0.0002, 0.0000, 0.0001, 0.0001, 0.0000, 0.0000, 0.0000, -0.0001, 0.0000, 0.0000, -0.0003]}